Density functional theory data (the ωB97M-V functional and the def2-TZVPD basis) for C17H29BF4NO2P2Yb as an isolated structure in a non-equilibrium geometry.

The spin multiplicity is 2. The LUMO energy (alpha / beta) comes out at 0.204 / -0.175 eV. The calculation puts the gap between HOMO and LUMO (alpha / beta) at 6.4 / 6.0 eV. As for the total energy: -85340.83612 eV.

Element x y z (Å)
Yb 0.356 0.378 0.365
P 0.830 2.162 -1.665
P -0.187 -3.191 1.014
F 3.351 -1.701 1.467
F 2.839 0.253 0.303
F 4.001 0.378 2.325
F 1.725 -0.211 2.248
O -3.808 1.318 -4.915
O -1.648 0.776 -0.089
N 0.653 -1.123 -1.594
C 1.042 -3.104 -0.182
C -0.067 2.986 2.699
C 0.354 -2.987 2.710
C -1.855 1.902 4.578
C -0.842 2.786 4.971
C 0.761 -2.454 -1.557
C -1.997 1.585 3.208
C -1.145 2.202 2.267
C 0.475 -2.629 -3.933
C 0.565 0.974 -2.919
C 0.397 -1.238 -3.983
C 0.529 -0.437 -2.795
C 2.492 2.866 -2.052
C 0.051 3.290 4.048
C 0.678 -3.239 -2.699
C -0.286 3.550 -2.136
C -1.645 -4.125 0.709
B 3.049 -0.318 1.605
H -0.830 -1.158 0.733
H 0.841 3.935 4.366
H -1.276 3.130 -2.367
H 0.143 4.073 -3.003
H 0.641 3.337 1.955
H 0.247 -0.689 -4.933
H -1.097 -1.937 0.697
H 1.372 -2.533 2.737
H 0.370 -3.213 -4.860
H 0.403 -4.054 3.027
H 1.966 -2.663 0.240
H -2.491 0.392 -0.181
H 3.178 2.029 -2.227
H -3.565 0.736 -4.133
H -1.891 -4.087 -0.366
H -0.369 4.238 -1.280
H -2.501 -3.768 1.318
H 0.363 1.342 -3.921
H 0.748 -4.309 -2.606
H -4.213 1.998 -4.480
H 1.193 -4.183 -0.339
H -2.780 0.860 2.858
H -1.314 -5.121 1.026
H -1.373 1.991 1.192
H -0.345 -2.423 3.373
H 2.411 3.504 -2.940
H 2.843 3.448 -1.189
H -0.783 3.042 6.014
H -2.558 1.439 5.291

Here are the Mulliken charges for atoms 1 to 5, given in e: Yb 0.42; P 1.40; P 0.35; F -0.42; F -0.23

=====

Density functional theory data (the ωB97M-V functional and the def2-TZVPD basis) for a 3-piece molecular cluster, C17H29BIN2O5 overall in a non-equilibrium geometry.

Its charge is +1. The LUMO energy comes out at -4.443 eV. The calculation puts the gap between HOMO and LUMO at 6.8 eV. As for the total energy: -40089.69220 eV.

Element x y z (Å)
I 0.118 -0.422 -2.173
O 2.466 -0.027 3.464
O 0.125 -0.161 1.302
O -0.574 -5.098 1.695
O -0.200 2.039 1.516
O -3.761 1.569 -2.775
N 2.575 2.394 3.821
N 4.241 1.822 -0.495
C 0.882 2.372 -3.053
C 1.910 1.577 -0.849
C 1.073 -4.933 3.382
C 2.892 1.377 1.389
C 0.458 -4.245 1.207
C -4.471 0.770 -3.730
C -0.344 -5.397 3.075
C 1.781 1.335 0.528
C 1.224 -3.750 2.428
C 4.133 1.609 0.822
C 0.700 1.597 -1.750
C 3.187 1.831 -1.322
C -4.065 1.122 -1.454
C -5.019 -0.425 -2.962
C 0.438 1.104 1.150
C 1.007 3.877 -2.767
C -5.249 0.173 -1.576
B 2.646 1.202 2.963
H 5.033 1.629 1.413
H 0.738 -2.865 2.848
H 2.258 -3.493 2.204
H -0.828 -0.243 1.469
H -0.489 -6.465 3.237
H 1.791 -5.714 3.125
H -4.268 -1.216 -2.909
H 1.631 2.780 3.751
H 2.181 0.052 4.386
H -3.790 0.485 -4.532
H 0.887 4.432 -3.688
H -0.096 2.087 -1.201
H -5.283 -0.566 -0.778
H 3.385 2.039 -2.357
H 1.214 -4.674 4.430
H -0.001 2.208 -3.655
H -5.277 1.373 -4.157
H 1.106 -4.825 0.542
H -5.917 -0.841 -3.415
H -3.182 0.603 -1.055
H 5.160 2.006 -0.874
H 3.150 3.122 3.403
H -6.184 0.736 -1.559
H 1.954 4.136 -2.302
H 0.232 4.176 -2.068
H -4.274 1.985 -0.821
H 0.009 -3.435 0.629
H -1.080 -4.853 3.678
H 1.769 2.029 -3.575

Here are the Mulliken charges for atoms 1 to 5, given in e: I 0.15; O -0.43; O -0.24; O -0.41; O -0.52

=====

Across the entries above, relative energy (zero: lowest compared OMol25 entry of this formula, charge and spin) takes the values 82.8, 4.6 kcal per mole, respectively.